[1]
This record from the OMol25 dataset describes C7H16N3O2 as an isolated structure at a distorted geometry. The level of theory is wB97M-V/def2-TZVPD.

Computed properties:
Frontier orbital gap (alpha / beta) (eV): 6.78 / 6.78
E_HOMO (alpha / beta) (eV): -11.25 / -11.24
ΔE to the lowest compared entry with this formula, charge and spin (kJ/mol): 358.12
Total charge: +1

Geometry (Å):
C1 -1.6228 0.3985 2.5193
C2 0.1728 1.1171 -1.3249
C3 -0.4103 -0.1383 -2.2058
C4 -0.1722 1.3068 0.2001
C5 -0.5984 -0.3343 1.9819
C6 1.3147 -1.6460 -1.3830
C7 1.5630 -0.1846 0.7953
N1 0.0676 -1.4659 -1.8323
N2 -1.5544 1.7068 2.7428
N3 0.3190 0.2350 1.0889
O1 -2.7124 -0.1997 3.1754
O2 -0.7713 -1.7160 1.7914
H1 1.3138 1.0564 -1.3472
H2 -0.2084 1.9491 -1.9665
H3 -1.5428 -0.3219 -2.2885
H4 -0.0289 0.0482 -3.2120
H5 0.1784 2.2967 0.5047
H6 -1.3647 1.2497 0.2483
H7 -2.8550 -1.1115 2.9314
H8 2.0711 -1.2589 -2.0153
H9 1.6946 -2.7399 -1.2110
H10 1.9275 -0.9150 1.5020
H11 1.6948 -0.9028 -0.3586
H12 2.4579 0.4882 0.7475
H13 -2.4362 2.0822 3.1673
H14 -0.7391 2.1228 3.1682
H15 -0.6693 -1.9264 -1.2447
H16 -0.0300 -2.2580 2.2833

Forces on the atoms, in the same order (eV/Å):
C 0.4 -3.4 1.8
C 0.3 -1.2 -0.5
C -0.3 0.3 0.5
C -3.5 -0.3 -1.6
C -1.4 -1.3 -0.3
C 2.0 -2.7 -0.3
C 1.2 -0.6 2.2
N -1.9 -0.3 2.4
N -1.9 2.7 0.9
N 0.8 2.0 -2.1
O 1.3 1.6 -0.9
O 2.1 -1.2 1.5
H -1.5 0.3 -0.7
H 0.7 -0.1 1.0
H 1.6 1.2 0.3
H -0.2 0.2 0.0
H -0.1 -0.2 0.0
H 2.7 0.5 0.1
H 0.3 -0.5 -0.4
H 0.7 1.0 -0.8
H -1.3 2.0 0.5
H -0.2 -0.7 0.1
H -0.6 -0.2 0.3
H -1.3 0.1 -1.1
H 1.3 -0.5 -0.6
H 0.1 -0.3 -0.2
H 1.1 0.1 -0.8
H -2.2 1.6 -1.2

---

[2]
This record from the OMol25 dataset describes an isolated ion of composition C7H16N3O2 and charge +1 at a distorted geometry. The level of theory is wB97M-V/def2-TZVPD.

Computed properties:
Frontier orbital gap (alpha / beta) (eV): 7.85 / 7.84
E_HOMO (alpha / beta) (eV): -11.79 / -11.79
ΔE to the lowest compared entry with this formula, charge and spin (kJ/mol): 477.94
Total charge: +1

Geometry (Å):
C1 1.7989 0.8197 -0.6750
C2 -0.4122 0.4007 -0.0850
C3 -1.5528 2.4510 -0.3203
C4 -2.8693 0.3483 0.1234
C5 -0.9533 -1.4027 1.3897
C6 1.0540 -2.2088 -1.1507
C7 3.6574 0.7835 0.8290
N1 -1.5407 1.0653 0.1474
N2 -0.1272 -0.8462 0.3021
N3 1.0984 -1.2856 -0.0554
O1 0.5115 0.9732 -0.9051
O2 2.2653 1.0882 0.5689
H1 2.5038 0.7592 -1.5076
H2 -2.3688 3.0368 0.0762
H3 -0.5306 2.8201 -0.2885
H4 -1.8684 2.4649 -1.4136
H5 -3.1901 0.1617 1.1705
H6 -3.6534 0.9031 -0.4282
H7 -2.6916 -0.6142 -0.4384
H8 -0.5204 -2.3357 1.5764
H9 -0.8548 -0.8829 2.2994
H10 -1.9247 -1.3160 1.0254
H11 0.2796 -1.9691 -1.8389
H12 0.8459 -3.2677 -0.8294
H13 2.0935 -2.2211 -1.7071
H14 4.1759 1.5203 0.1612
H15 4.0538 -0.2405 0.6411
H16 3.7835 1.2408 1.7917

Forces on the atoms, in the same order (eV/Å):
C 0.7 -3.5 4.0
C -0.1 -1.6 0.1
C -0.6 -0.2 -2.5
C 0.6 -0.7 -0.2
C 1.6 0.2 -1.0
C 2.0 -1.7 -0.5
C 1.0 2.0 -1.6
N -0.8 0.3 -0.5
N -0.9 3.1 -0.3
N 2.9 0.6 0.0
O -0.5 1.7 -0.3
O -1.8 -0.6 -2.5
H -0.5 0.1 0.0
H 0.4 0.2 1.1
H -0.6 0.7 0.5
H 0.7 -0.2 0.9
H 0.0 0.1 -0.9
H 0.8 0.1 0.4
H -0.5 1.0 0.6
H -0.1 -1.8 0.0
H 0.3 1.2 1.0
H -1.4 -1.1 0.2
H -0.7 0.3 -1.0
H 0.3 0.8 -0.1
H -2.1 0.0 1.2
H 0.2 -0.9 0.4
H -1.0 0.6 0.4
H 0.3 -0.7 0.7

---

[3]
This record from the OMol25 dataset describes a 2-piece molecular cluster, C7H16NO overall at a distorted geometry. The level of theory is wB97M-V/def2-TZVPD.

Computed properties:
Frontier orbital gap (eV): 8.11
E_HOMO (eV): -13.06
ΔE to the lowest compared entry with this formula, charge and spin (kJ/mol): 359.67
Total charge: +1

Geometry (Å):
C1 1.2285 0.0504 -0.1077
C2 -2.4368 0.9599 0.6859
C3 1.1156 -1.3674 0.4554
C4 3.3127 1.1880 0.3935
C5 -2.8763 -0.8846 -0.7933
C6 2.4752 0.5539 -0.7611
C7 -2.8564 -0.4559 0.6988
N1 0.1389 0.6672 -0.1618
O1 -2.3625 1.8582 -0.2167
H1 1.2370 -2.1143 -0.2809
H2 0.3040 -1.6381 1.1290
H3 2.1038 -1.5192 0.9886
H4 3.0400 2.1510 0.8333
H5 4.2245 1.4263 -0.1605
H6 3.3832 0.3868 1.0810
H7 -3.7021 -0.5792 -1.2302
H8 -2.9213 -1.9400 -0.8290
H9 -2.0296 -0.5737 -1.3673
H10 2.8485 -0.3292 -1.2079
H11 2.3769 1.4489 -1.3140
H12 -2.1638 -0.9762 1.1925
H13 -3.8723 -0.7204 1.1306
H14 -2.2613 1.4939 1.7285
H15 -0.0087 1.5674 -0.5862
H16 -2.4603 1.5282 -1.2005

Forces on the atoms, in the same order (eV/Å):
C -1.5 -0.6 -1.4
C 0.5 2.2 3.7
C 3.1 0.9 1.5
C 1.1 -0.6 -1.7
C 2.8 -1.4 2.7
C -1.0 0.9 3.1
C -2.8 1.7 -4.5
N -3.0 0.0 1.3
O -0.7 -1.6 -2.2
H -0.3 -0.6 -1.4
H 0.0 0.6 -0.2
H -1.1 0.0 0.1
H -0.9 -0.5 -0.2
H 0.6 -0.3 0.8
H 1.0 -0.2 1.4
H -4.1 1.7 -2.2
H 0.1 -1.2 -0.1
H 0.8 0.2 -0.1
H 1.5 -0.3 -0.8
H -1.0 0.1 -1.8
H 2.8 -1.9 2.3
H 1.1 1.1 -0.1
H -0.2 -1.2 -2.1
H 1.2 0.5 -0.3
H 0.0 0.4 2.4

---

[4]
This record from the OMol25 dataset describes a 3-piece molecular cluster, C7H16NO9PSi overall at a distorted geometry. The level of theory is wB97M-V/def2-TZVPD.

Computed properties:
Frontier orbital gap (eV): 9.31
E_HOMO (eV): -9.28
ΔE to the lowest compared entry with this formula, charge and spin (kJ/mol): 26.14
SMILES: C[Si@H](N)P(=O)(O)O.O=C1OCCO1.O=C1OCCO1

Geometry (Å):
C1 0.5702 -0.3818 1.5217
Si1 0.7653 -2.2159 1.1752
N1 1.8709 -2.4727 -0.1471
P1 -1.2907 -2.9384 0.6371
O1 -1.4285 -4.3746 0.7901
O2 -2.3956 -2.1161 1.4660
O3 -1.5824 -2.4532 -0.8715
H1 -0.2169 -0.0087 0.8770
H2 0.2612 -0.2843 2.5483
H3 1.4763 0.1713 1.3171
H4 1.2406 -2.9420 2.3688
H5 2.4727 -3.2735 0.0050
H6 2.4757 -1.6621 -0.2302
H7 -2.0088 -1.3769 1.9728
H8 -1.8238 -1.5077 -0.8231
O4 4.1516 0.0688 -2.1574
C2 3.1798 -0.0593 -2.8250
O5 1.9290 -0.2043 -2.3324
C3 0.9961 -0.1169 -3.4137
C4 1.8566 -0.4964 -4.6038
O6 3.1623 -0.0853 -4.1771
H9 0.1647 -0.7962 -3.2458
H10 0.6246 0.9078 -3.4752
H11 1.8695 -1.5722 -4.7808
H12 1.5819 0.0169 -5.5206
O7 -1.7315 0.5007 3.2658
C5 -1.8495 1.6190 2.8780
O8 -2.9822 2.1386 2.3625
C6 -2.8064 3.5557 2.2237
C7 -1.2966 3.6808 2.1447
O9 -0.8621 2.5360 2.8911
H13 -3.3205 3.9122 1.3365
H14 -3.2219 4.0464 3.1043
H15 -0.9215 3.5941 1.1240
H16 -0.9099 4.5903 2.5940

Forces on the atoms, in the same order (eV/Å):
C 0.1 -0.8 -0.4
Si 0.6 0.4 -0.1
N 0.0 0.1 0.5
P 0.0 -0.1 0.2
O -0.1 -1.1 -0.1
O 0.4 0.7 0.3
O -0.1 0.9 -0.1
H -0.2 0.3 -0.1
H 0.0 0.3 0.3
H 0.3 0.2 0.1
H -0.2 -0.1 0.1
H -0.1 -0.1 -0.2
H 0.0 0.0 -0.3
H -0.4 -0.2 0.1
H 0.0 -0.6 -0.3
O 0.1 0.0 0.1
C -0.1 0.0 -0.1
O -0.1 0.1 0.0
C -0.1 -0.1 0.0
C -0.1 0.0 0.0
O -0.1 0.0 0.0
H 0.1 -0.1 0.1
H 0.0 0.0 0.0
H 0.0 0.0 0.0
H 0.1 0.1 0.0
O -0.2 -0.2 0.0
C 0.0 0.2 0.0
O 0.0 0.1 0.0
C 0.0 0.1 0.0
C 0.0 0.1 0.0
O 0.0 0.1 0.0
H 0.0 -0.1 0.0
H 0.0 0.0 0.0
H 0.0 0.0 0.0
H 0.1 -0.1 0.1

---

[5]
This record from the OMol25 dataset describes a 2-piece molecular cluster, C7H16NS overall at a distorted geometry. The level of theory is wB97M-V/def2-TZVPD.

Computed properties:
Frontier orbital gap (eV): 10.07
E_HOMO (eV): -13.77
ΔE to the lowest compared entry with this formula, charge and spin (kJ/mol): 300.84
Total charge: +1

Geometry (Å):
C1 -2.4920 -1.7853 0.0183
C2 -1.2284 -2.1244 0.7869
C3 -1.6813 -0.6377 0.6542
C4 3.3278 1.3958 0.0303
C5 -0.8037 0.2765 -1.5603
C6 2.0505 0.5383 -0.4079
C7 -1.0783 0.5044 -0.1519
N1 0.8793 0.6049 0.5521
S1 -1.5784 2.0745 0.4257
H1 -2.5662 -1.9240 -1.0053
H2 -3.4586 -1.8505 0.5261
H3 -1.4137 -2.5402 1.7077
H4 -0.3859 -2.5785 0.4005
H5 -2.1244 -0.2234 1.6386
H6 3.2274 2.4347 -0.0458
H7 3.8611 1.1120 0.8999
H8 3.9944 1.0670 -0.7391
H9 -0.3512 -0.6669 -1.7706
H10 -0.0334 0.9523 -1.9095
H11 -1.7480 0.2808 -2.0665
H12 2.2262 -0.5063 -0.3806
H13 1.6149 0.8513 -1.3492
H14 0.9742 1.4599 1.0419
H15 0.8480 -0.1907 1.2099
H16 -2.0604 1.4754 1.4945

Forces on the atoms, in the same order (eV/Å):
C 0.3 0.8 2.6
C -2.5 2.2 -1.1
C 0.0 0.5 1.2
C -1.4 -2.5 -1.9
C 0.8 0.2 -0.4
C -0.4 1.1 2.3
C 0.9 -1.1 2.2
N -0.3 -1.3 -0.7
S -0.2 0.0 -0.9
H 0.2 0.0 -1.9
H 0.4 -0.5 -0.2
H -0.4 -0.5 2.3
H 1.6 -0.3 -1.6
H 0.7 -1.1 -1.7
H -0.5 1.5 0.0
H -0.2 -0.4 1.3
H 0.8 0.3 -0.7
H 0.1 -1.1 0.3
H -0.7 0.7 -0.6
H -0.4 0.5 -0.7
H 0.9 -0.9 -0.7
H 0.8 0.1 -0.3
H -0.5 0.9 0.9
H 0.3 0.7 -0.3
H -0.4 0.5 0.7

---

[6]
This record from the OMol25 dataset describes a 2-piece molecular cluster, C7H16NSi overall at a distorted geometry. The level of theory is wB97M-V/def2-TZVPD.

Computed properties:
Frontier orbital gap (alpha / beta) (eV): 6.45 / 9.49
E_HOMO (alpha / beta) (eV): -11.16 / -12.97
ΔE to the lowest compared entry with this formula, charge and spin (kJ/mol): 546.47
Total charge: +1

Geometry (Å):
C1 1.8758 1.2709 0.7123
C2 0.5886 1.1910 0.7668
C3 -2.7937 -1.4509 -1.3367
C4 -2.2453 -2.7989 -1.0823
C5 2.5959 2.3170 1.5385
C6 2.7891 0.4027 -0.1006
C7 -0.3204 -1.1080 -0.9634
N1 -1.5899 -1.5830 -0.5343
Si1 -1.2038 1.5502 0.9896
H1 -2.6542 -1.0086 -2.3138
H2 -3.6891 -1.1318 -0.8231
H3 -2.7236 -3.4585 -0.3731
H4 -1.6975 -3.2977 -1.8699
H5 3.5056 1.8825 1.9465
H6 1.9780 2.6951 2.3473
H7 2.8671 3.1461 0.8868
H8 3.3017 -0.2951 0.5598
H9 2.2371 -0.1507 -0.8524
H10 3.5392 1.0226 -0.5860
H11 -0.2415 -0.9391 -2.0224
H12 0.4969 -1.6539 -0.5165
H13 -1.7077 -1.4432 0.4708
H14 -1.3220 2.7194 1.8518
H15 -1.7963 0.3618 1.6358
H16 -1.7901 1.7602 -0.3317

Forces on the atoms, in the same order (eV/Å):
C 0.7 0.1 0.2
C -1.3 -0.7 -0.7
C -0.8 -0.1 -0.5
C -0.3 -0.4 -0.4
C -0.2 0.1 0.1
C -0.2 -0.1 -0.2
C 1.2 0.4 0.2
N 0.1 0.1 1.0
Si 0.9 -0.2 0.0
H 0.2 0.0 0.1
H 0.1 0.0 0.2
H 0.0 0.1 0.2
H 0.1 0.2 0.1
H 0.1 0.0 0.1
H 0.0 0.1 0.0
H 0.1 0.0 0.0
H 0.1 0.0 0.0
H 0.1 -0.1 -0.1
H 0.1 0.0 0.0
H -0.1 0.3 -0.2
H 0.0 0.0 0.1
H -0.2 -0.1 -0.2
H -0.2 0.2 0.2
H -0.2 -0.1 0.0
H -0.2 0.1 -0.2

---

> Look up the ΔE to the lowest compared entry with this formula, charge and spin of the second one.

477.94 kJ/mol

---

> What is the ΔE to the lowest compared entry with this formula, charge and spin in the third record?

359.67 kJ/mol

---

> What is the ΔE to the lowest compared entry with this formula, charge and spin in the fourth record?

26.14 kJ/mol

---

> Number 6 is which compound?

C7H16NSi